1.
Density functional theory data (ωB97M-V/def2-TZVPD) for the molecule C4H7NO.

```
13
C4H7NO, DFT ωB97M-V/def2-TZVPD
O 0.95 1.80 -0.53
N 1.54 -0.27 0.39
C -1.51 -0.18 0.57
C 0.66 -0.97 -0.46
C 1.62 0.99 0.30
C -0.67 -0.95 -0.41
H -0.94 0.60 1.08
H -1.92 -0.85 1.34
H -1.20 -1.62 -1.09
H -2.37 0.30 0.07
H 0.36 1.25 -1.07
H 1.17 -1.65 -1.15
H 2.30 1.55 0.94
```

Computed properties:
- energy above the lowest of the compared OMol25 structures with the same formula, charge and spin (eV) = 1.435
- structure (SMILES) = C/C=C\N=C/O
- electronic energy (eV) = -7798.209
- charge = 0
- E_HOMO (eV) = -8.968

2.
Density functional theory data (ωB97M-V/def2-TZVPD) for a structure of composition C3H3EuO2.

```
9
C3H3EuO2, DFT ωB97M-V/def2-TZVPD
Eu -3.15 1.77 1.62
O 0.68 0.90 -0.94
O -1.11 1.33 0.35
C 1.36 -0.33 -0.73
C 0.33 -0.83 0.22
C -0.28 0.56 -0.10
H 1.86 -0.78 -1.59
H -0.31 -1.66 -0.11
H 0.62 -0.95 1.27
```

Computed properties:
- energy above the lowest of the compared OMol25 structures with the same formula, charge and spin (eV) = 0.000
- electronic energy (eV) = -26563.626
- charge = +2
- spin multiplicity = 9
- E_HOMO (alpha / beta) (eV) = -15.768 / -19.555

3.
Density functional theory data (ωB97M-V/def2-TZVPD) for the molecule C4H11NS2.

```
18
C4H11NS2, DFT ωB97M-V/def2-TZVPD
S 2.04 -0.17 -0.37
S 2.14 -1.31 -2.07
N 0.42 1.61 1.44
C 0.75 -0.83 -3.09
C -1.57 0.11 1.66
C -0.40 0.60 0.77
C 0.53 -0.59 0.53
H 0.79 -1.29 -4.08
H 0.70 0.23 -3.30
H -1.19 -0.11 2.65
H -2.26 0.95 1.83
H 0.75 -0.91 1.56
H -2.18 -0.68 1.24
H 0.11 -1.52 0.12
H -0.93 1.16 -0.01
H -0.03 2.52 1.35
H 0.56 1.42 2.42
H -0.20 -1.16 -2.67
```

Computed properties:
- energy above the lowest of the compared OMol25 structures with the same formula, charge and spin (eV) = 0.565
- structure (SMILES) = CSSC[C@@H](C)N
- electronic energy (eV) = -27486.700
- charge = 0
- E_HOMO (eV) = -8.247

4.
Density functional theory data (ωB97M-V/def2-TZVPD) for the molecule C5H8O2.

```
15
C5H8O2, DFT ωB97M-V/def2-TZVPD
O 0.77 -0.98 1.95
O 1.23 -0.84 -0.81
C -1.06 -0.67 -0.26
C 0.25 0.01 -0.23
C -2.10 -1.28 -0.27
C 0.68 0.21 1.23
C 0.20 1.37 -0.98
H 1.69 0.65 1.22
H 0.83 -1.25 -1.59
H 0.63 2.17 -0.37
H -0.01 0.93 1.70
H -0.07 -1.46 1.83
H 0.80 1.28 -1.88
H -3.03 -1.81 -0.29
H -0.82 1.66 -1.25
```

Computed properties:
- energy above the lowest of the compared OMol25 structures with the same formula, charge and spin (eV) = 2.488
- structure (SMILES) = C#C[C@](C)(O)CO
- electronic energy (eV) = -9407.344
- charge = 0
- E_HOMO (eV) = -10.244